Entry 1:
DFT (ωB97M-V/def2-TZVPD) results for a 3-piece molecular cluster, C22H46BCl2F4O10P2 overall.

Output
**Net charge**: -1
**Strongest force on any atom**: 8.9 eV Å⁻¹
**Orbital gap**: 6.6778 eV
**Calculated total energy**: -99204.567 eV
**HOMO**: -6.24 eV

Element x y z (Å)
C -6.617 0.867 -1.580
C -5.872 2.271 -1.275
C -5.298 2.384 0.231
Cl -6.575 1.654 1.335
B -3.768 1.835 0.436
Cl -3.230 0.730 -1.013
C -2.787 3.177 0.406
C -2.911 4.017 -0.962
C -1.447 4.679 -1.211
O -1.417 5.183 -2.582
C -0.915 4.149 -3.443
C -1.851 3.220 -4.336
O 0.324 4.008 -3.510
C -3.493 0.951 1.786
F -3.870 1.586 3.010
F -2.044 0.798 1.881
C -4.031 -0.583 1.697
F -2.973 -1.474 1.304
F -4.451 -0.986 2.997
H -6.336 0.581 -2.657
H -7.757 1.007 -1.600
H -6.283 0.018 -0.908
H -6.705 3.068 -1.342
H -5.122 2.540 -2.080
H -5.282 3.513 0.462
H -1.686 2.928 0.542
H -3.203 3.864 1.236
H -3.637 4.880 -0.804
H -3.112 3.391 -1.886
H -0.651 3.848 -1.159
H -1.211 5.478 -0.423
H -1.719 3.433 -5.456
H -2.970 3.372 -4.127
H -1.649 2.114 -4.118
H -4.897 -0.661 0.968
O 0.161 -2.380 -3.879
P 1.460 -2.006 -3.156
O 1.301 -0.364 -3.270
C 0.366 0.291 -2.419
C 0.904 0.413 -1.008
O 2.417 -2.216 -4.504
C 2.112 -3.223 -5.462
C 1.511 -2.585 -6.699
O 2.888 -1.733 -2.255
C 4.099 -2.433 -2.521
C 5.050 -1.516 -3.271
H -0.592 -0.237 -2.430
H 0.202 1.289 -2.834
H 0.993 -0.573 -0.543
H 0.240 1.025 -0.394
H 1.901 0.860 -1.009
H 1.458 -3.990 -5.044
H 3.053 -3.717 -5.728
H 0.614 -2.013 -6.456
H 1.249 -3.345 -7.440
H 2.219 -1.885 -7.148
H 3.919 -3.367 -3.055
H 4.544 -2.694 -1.556
H 4.628 -1.183 -4.221
H 6.000 -2.019 -3.470
H 5.246 -0.612 -2.687
O 2.780 -0.056 3.011
P 2.786 -0.663 4.417
O 4.059 -1.702 4.189
C 5.373 -1.170 4.156
C 5.861 -0.835 5.552
O 1.571 -1.750 4.094
C 0.504 -1.411 3.207
C 0.700 -2.116 1.879
O 2.747 -1.189 6.044
C 1.533 -1.554 6.693
C 1.445 -3.068 6.773
H 5.411 -0.292 3.503
H 6.017 -1.937 3.718
H 5.284 -0.008 5.977
H 6.915 -0.547 5.535
H 5.737 -1.690 6.221
H 0.412 -0.331 3.081
H -0.426 -1.757 3.668
H 1.660 -1.857 1.428
H -0.097 -1.852 1.180
H 0.701 -3.199 2.020
H 0.663 -1.116 6.202
H 1.568 -1.146 7.708
H 1.460 -3.528 5.784
H 0.533 -3.379 7.287
H 2.308 -3.471 7.313

=====

Entry 2:
DFT (ωB97M-V/def2-TZVPD) results for an isolated ion of composition C22H46BN4O2 and charge +1.

Output
**Net charge**: +1
**Relative energy (zero: lowest compared OMol25 entry of this formula, charge and spin)**: 0.000 eV
**Strongest force on any atom**: 2.9 eV Å⁻¹
**Orbital gap**: 8.4717 eV
**Calculated total energy**: -34287.860 eV
**HOMO**: -11.93 eV
**SMILES**: CCCCCCCCCCCCCCCCCCCCc1nc(N)n(B(O)O)[nH+]1

Element x y z (Å)
C -1.685 3.720 1.082
C -2.226 3.669 -0.395
C -3.204 2.469 -0.495
C -3.517 2.078 -1.980
C -2.659 0.838 -2.418
C -3.599 -0.271 -2.990
C -2.798 -1.622 -2.946
C -3.258 -2.399 -1.678
C -2.205 -3.503 -1.334
C -1.876 -3.503 0.186
C -0.471 -4.000 0.523
C -0.191 -4.053 2.071
C 1.100 -3.283 2.468
C 0.912 -2.608 3.877
C 1.403 -1.138 3.954
C 0.321 -0.066 3.619
C -0.633 -0.388 2.447
C -0.022 -0.320 1.002
C 1.424 0.213 0.904
C 1.687 0.515 -0.608
C 2.905 1.362 -0.838
N 3.423 2.149 0.083
C 4.471 2.748 -0.544
N 5.278 3.652 0.072
N 4.542 2.321 -1.797
B 5.612 2.873 -2.726
O 6.602 2.082 -3.242
O 5.552 4.193 -3.033
N 3.558 1.431 -2.005
H -1.693 4.758 1.439
H -2.342 3.094 1.695
H -0.639 3.382 1.101
H -2.844 4.560 -0.581
H -1.415 3.614 -1.133
H -2.794 1.577 0.005
H -4.146 2.725 0.016
H -3.204 2.935 -2.597
H -4.575 1.846 -2.140
H -1.994 1.176 -3.227
H -2.103 0.402 -1.575
H -3.816 -0.087 -4.052
H -4.501 -0.319 -2.369
H -2.957 -2.219 -3.855
H -1.725 -1.415 -2.812
H -3.334 -1.652 -0.870
H -4.249 -2.857 -1.808
H -1.320 -3.374 -1.975
H -2.650 -4.473 -1.609
H -2.057 -2.478 0.554
H -2.641 -4.134 0.669
H -0.358 -5.030 0.142
H 0.313 -3.415 0.014
H -0.114 -5.115 2.338
H -1.095 -3.670 2.567
H 1.434 -2.574 1.701
H 1.892 -4.043 2.555
H -0.114 -2.752 4.241
H 1.557 -3.189 4.558
H 2.319 -1.042 3.354
H 1.690 -0.959 5.004
H 0.766 0.934 3.516
H -0.318 -0.009 4.518
H -1.445 0.357 2.464
H -1.104 -1.375 2.550
H -0.052 -1.305 0.518
H -0.647 0.362 0.400
H 2.172 -0.546 1.175
H 1.604 1.122 1.486
H 0.826 1.131 -0.936
H 1.661 -0.390 -1.230
H 6.041 3.332 0.650
H 5.102 4.644 0.029
H 6.342 1.844 -4.150
H 4.693 4.525 -2.721
H 3.383 0.939 -2.872

=====

Entry 3:
DFT (ωB97M-V/def2-TZVPD) results for a 3-piece molecular cluster, C22H46Br2ClINO8P2 overall.

Output
**Net charge**: +1
**Strongest force on any atom**: 3.8 eV Å⁻¹
**Orbital gap**: 9.1584 eV
**Calculated total energy**: -220714.097 eV
**HOMO**: -11.86 eV

Element x y z (Å)
C 3.793 1.916 -2.930
C 2.470 2.576 -3.169
Br 1.077 1.351 -3.636
C 2.199 3.879 -3.076
Br 3.572 5.057 -2.540
C 0.873 4.548 -3.351
C 0.270 4.499 -4.771
C -1.218 4.738 -4.472
Cl -2.217 4.438 -5.865
N -1.401 3.785 -3.336
C -2.704 3.764 -2.603
C -3.826 2.993 -3.302
C -3.407 1.656 -3.947
I -5.260 2.584 -1.735
C -0.301 4.257 -2.381
H 3.852 0.997 -3.509
H 3.908 1.657 -1.877
H 4.593 2.564 -3.279
H 1.081 5.607 -3.189
H 0.367 3.519 -5.236
H 0.717 5.225 -5.441
H -1.263 5.754 -4.081
H -1.033 2.881 -3.657
H -2.520 3.408 -1.593
H -3.002 4.810 -2.507
H -4.384 3.614 -3.990
H -3.874 0.818 -3.436
H -2.335 1.462 -3.919
H -3.786 1.618 -4.966
H -0.126 3.415 -1.717
H -0.668 5.150 -1.887
O 5.640 0.191 3.991
P 5.205 -0.870 3.078
O 4.958 -2.261 3.804
C 4.086 -2.325 4.940
C 2.632 -2.112 4.568
O 6.436 -1.296 2.149
C 7.721 -0.680 2.280
C 8.601 -1.434 3.254
O 4.120 -0.880 1.908
C 3.264 0.247 1.653
C 4.029 1.552 1.547
H 4.404 -1.598 5.690
H 4.221 -3.318 5.366
H 2.446 -1.067 4.302
H 1.983 -2.359 5.408
H 2.359 -2.730 3.713
H 7.616 0.365 2.575
H 8.165 -0.693 1.284
H 8.084 -1.604 4.198
H 9.519 -0.879 3.449
H 8.869 -2.410 2.848
H 2.498 0.312 2.431
H 2.752 0.026 0.716
H 4.479 1.826 2.502
H 3.362 2.362 1.247
H 4.836 1.466 0.816
O -4.975 -3.427 2.354
P -4.386 -3.293 1.020
O -3.970 -4.685 0.374
C -4.939 -5.739 0.276
C -6.022 -5.439 -0.742
O -2.918 -2.654 1.168
C -2.390 -2.320 2.451
C -1.613 -3.475 3.046
O -4.806 -2.429 -0.246
C -6.028 -1.666 -0.290
C -6.217 -0.777 0.924
H -5.375 -5.930 1.259
H -4.384 -6.629 -0.016
H -6.695 -4.658 -0.379
H -6.622 -6.328 -0.933
H -5.584 -5.096 -1.680
H -3.186 -1.997 3.122
H -1.731 -1.463 2.295
H -2.201 -4.393 3.023
H -1.337 -3.260 4.079
H -0.701 -3.657 2.475
H -6.880 -2.339 -0.408
H -5.970 -1.059 -1.193
H -6.364 -1.367 1.830
H -7.094 -0.141 0.796
H -5.338 -0.148 1.078